[1]
Molecular formula: C22H15BClF4N4O4Ru
Method: DFT, ωB97M-V/def2-TZVPD

Structure (ORCA input):
```
! wB97M-V def2-TZVPD RIJCOSX def2/J DEFGRID3
* xyz 1 5
Ru -1.77 0.34 0.70
O 0.58 0.61 -0.37
C 1.45 -0.47 -0.24
C 0.44 -1.78 0.23
O 0.87 -2.88 0.04
O -0.60 -1.37 0.77
C 2.25 -0.73 -1.47
C 2.78 -1.98 -1.82
C 3.56 -2.11 -2.95
C 3.82 -1.02 -3.76
C 3.31 0.22 -3.42
C 2.53 0.37 -2.29
C 2.24 -0.41 1.04
C 3.04 -1.48 1.46
C 3.70 -1.42 2.67
C 3.56 -0.31 3.49
C 2.80 0.77 3.07
C 2.14 0.72 1.85
H 0.43 0.80 -1.32
H 2.54 -2.85 -1.24
H 3.96 -3.08 -3.20
H 4.41 -1.13 -4.66
H 3.52 1.09 -4.03
H 2.21 1.36 -2.01
H 3.12 -2.37 0.85
H 4.32 -2.24 2.98
H 4.04 -0.28 4.46
H 2.72 1.66 3.68
H 1.59 1.58 1.50
O -1.00 1.62 2.17
N -0.37 2.39 1.41
C -0.50 3.65 1.15
C 0.42 4.21 0.22
N 1.19 4.62 -0.51
C -1.50 4.48 1.73
N -2.32 5.10 2.24
Cl -7.22 -0.32 -0.48
C -5.73 -1.09 -0.14
C -5.63 -2.48 -0.04
C -4.40 -3.03 0.26
C -3.31 -2.19 0.44
N -3.41 -0.86 0.31
C -4.58 -0.32 0.03
H -6.50 -3.10 -0.19
H -4.27 -4.09 0.36
H -2.34 -2.59 0.69
H -4.66 0.76 -0.06
F -1.90 1.25 -1.56
B -2.71 2.39 -1.22
F -1.99 3.51 -1.31
F -3.90 2.35 -1.81
F -2.91 2.11 0.27
*
```

Kohn-Sham gap (alpha / beta) ... 8.245 / 5.133 eV
E_LUMO (alpha / beta) ... -4.3 / -7.2 eV
HOMO energy (alpha / beta) ... -12.55 / -12.30 eV
ΔE to the lowest compared entry with this formula, charge and spin ... 36.9 kJ/mol

=====

[2]
Molecular formula: C22H15Cl2N5O2S
Method: DFT, ωB97M-V/def2-TZVPD

Structure (ORCA input):
```
! wB97M-V def2-TZVPD RIJCOSX def2/J DEFGRID3
* xyz 0 1
C 1.90 -3.57 3.38
C 1.79 -3.10 1.97
C 1.31 -4.01 1.00
C 1.02 -3.56 -0.28
C 1.25 -2.21 -0.64
C 0.83 -1.70 -1.96
N 0.83 -0.39 -2.11
N 0.30 -0.09 -3.33
C -0.07 1.03 -4.06
C 0.02 2.52 -3.81
N -0.59 0.62 -5.17
N -0.64 -0.73 -5.16
C -0.11 -1.11 -4.06
S 0.09 -2.63 -3.26
C 1.86 -1.35 0.35
C 2.04 -1.80 1.67
N 2.59 -0.98 2.61
C 2.45 0.38 2.80
O 3.25 0.84 3.57
C 1.27 1.16 2.33
C 1.10 2.49 2.69
C -0.17 2.88 2.16
C -0.70 1.81 1.51
C -1.91 1.75 0.75
C -1.92 0.91 -0.40
C -3.01 0.83 -1.23
C -4.11 1.65 -1.00
Cl -5.51 1.69 -2.12
C -4.15 2.47 0.11
C -3.05 2.55 1.00
Cl -3.27 3.66 2.39
O 0.19 0.73 1.60
H 2.90 -3.37 3.75
H 1.22 -3.04 4.02
H 1.73 -4.64 3.47
H 1.11 -5.04 1.25
H 0.60 -4.26 -1.00
H -0.96 2.92 -3.56
H 0.38 3.02 -4.70
H 0.76 2.78 -3.01
H 2.08 -0.29 0.14
H 3.24 -1.35 3.31
H 1.79 3.11 3.24
H -0.62 3.87 2.21
H -1.11 0.23 -0.54
H -2.97 0.24 -2.12
H -5.03 3.07 0.23
*
```

Kohn-Sham gap ... 8.234 eV
SMILES ... Cc1ccc(-c2nn3c(C)nnc3s2)cc1NC(=O)c1ccc(-c2ccc(Cl)cc2Cl)o1
E_LUMO ... -0.4 eV
HOMO energy ... -8.65 eV
ΔE to the lowest compared entry with this formula, charge and spin ... 0.0 kJ/mol

=====

[3]
Molecular formula: C22H15Cl2N5OS
Method: DFT, ωB97M-V/def2-TZVPD

Structure (ORCA input):
```
! wB97M-V def2-TZVPD RIJCOSX def2/J DEFGRID3
* xyz 0 1
O -6.09 -1.46 -2.14
C -4.94 -1.24 -1.88
C -4.32 -1.54 -0.53
S -3.76 0.05 0.20
C -2.09 -0.32 0.51
N -1.73 -1.59 0.73
N -0.59 -1.76 1.31
C 0.28 -0.78 1.51
C 1.40 -1.04 2.41
C 1.89 -2.34 2.55
C 2.94 -2.59 3.42
C 3.50 -1.55 4.15
C 3.00 -0.26 4.02
C 1.96 -0.01 3.16
C 0.03 0.44 0.81
C 1.05 1.37 0.36
C 2.38 0.99 0.22
C 3.32 1.90 -0.24
C 2.94 3.20 -0.56
C 1.61 3.58 -0.43
C 0.67 2.67 0.02
N -1.22 0.66 0.44
N -4.13 -0.61 -2.80
C -2.77 -0.40 -2.80
N -1.98 -1.29 -2.20
C -0.67 -1.13 -2.21
C -0.06 -0.06 -2.83
Cl 1.65 0.12 -2.81
C -0.85 0.89 -3.48
C -2.22 0.70 -3.48
Cl -3.25 1.83 -4.28
H -5.08 -1.97 0.11
H -3.45 -2.18 -0.60
H 1.44 -3.13 1.98
H 3.32 -3.59 3.52
H 4.32 -1.75 4.82
H 3.43 0.54 4.60
H 1.56 1.00 3.07
H 2.68 -0.02 0.43
H 4.35 1.60 -0.36
H 3.67 3.90 -0.91
H 1.31 4.58 -0.68
H -0.37 2.95 0.13
H -4.63 -0.19 -3.57
H -0.11 -1.90 -1.71
H -0.41 1.74 -3.97
*
```

Kohn-Sham gap ... 7.978 eV
SMILES ... O=C(CSc1nnc(-c2ccccc2)c(-c2ccccc2)n1)Nc1ncc(Cl)cc1Cl
E_LUMO ... -0.5 eV
HOMO energy ... -8.48 eV
ΔE to the lowest compared entry with this formula, charge and spin ... 0.0 kJ/mol

=====

[4]
Molecular formula: C22H15CuF12N5O14S4
Method: DFT, ωB97M-V/def2-TZVPD

Structure (ORCA input):
```
! wB97M-V def2-TZVPD RIJCOSX def2/J DEFGRID3
* xyz 0 2
Cu -0.74 0.50 -0.35
C 0.90 2.91 2.58
F 1.75 1.80 2.57
F 0.98 3.34 3.84
F 1.38 3.92 1.69
S -0.89 2.37 2.18
O -0.91 0.93 2.48
O -1.70 3.25 3.03
N -1.01 2.37 0.47
S -1.45 3.86 0.11
O -2.86 3.75 -0.31
O -1.04 4.91 1.03
C -0.41 4.15 -1.56
F -0.81 5.32 -2.08
F 0.89 4.29 -1.20
F -0.55 3.08 -2.33
C 0.02 -1.32 -4.24
F -0.68 -0.41 -4.91
F 0.13 -2.36 -5.02
F 1.22 -0.78 -4.04
S -0.84 -1.84 -2.59
O -1.53 -3.09 -2.86
O 0.31 -1.94 -1.66
N -1.69 -0.37 -2.03
S -3.13 -0.76 -2.60
O -3.15 -0.94 -4.05
O -3.86 -1.79 -1.78
C -3.99 0.96 -2.25
F -3.44 1.87 -3.02
F -5.31 0.88 -2.47
F -3.77 1.16 -0.95
C -6.89 -1.36 1.91
C -6.52 -2.59 1.39
C -5.20 -2.77 1.03
C -4.27 -1.81 1.23
C -4.64 -0.56 1.87
C -5.97 -0.42 2.20
N -2.85 -2.04 0.80
O -2.38 -3.17 0.65
O -2.20 -1.02 0.66
H -7.95 -1.20 2.06
H -7.26 -3.36 1.20
H -4.91 -3.69 0.55
H -4.00 0.30 2.00
H -6.25 0.43 2.79
C 4.83 -3.62 1.10
C 4.45 -3.36 2.41
C 3.24 -2.75 2.69
C 2.50 -2.14 1.68
C 3.00 -2.21 0.35
C 4.18 -2.93 0.04
N 1.21 -1.46 2.00
O 0.73 -0.78 1.09
O 0.79 -1.51 3.14
H 5.64 -4.32 0.94
H 4.93 -3.92 3.19
H 2.87 -2.67 3.70
H 2.40 -1.82 -0.45
H 4.36 -3.02 -1.02
C 6.24 1.47 0.18
C 5.14 0.99 0.91
C 3.88 0.93 0.33
C 3.63 1.38 -0.95
C 4.68 1.94 -1.70
C 5.95 1.95 -1.12
N 2.30 1.31 -1.60
O 2.38 1.53 -2.76
O 1.29 0.84 -1.04
H 7.25 1.49 0.56
H 5.39 0.46 1.82
H 2.99 0.66 0.87
H 4.50 2.40 -2.66
H 6.74 2.38 -1.70
*
```

Kohn-Sham gap (alpha / beta) ... 8.213 / 5.604 eV
E_LUMO (alpha / beta) ... -1.7 / -4.3 eV
HOMO energy (alpha / beta) ... -9.94 / -9.94 eV
ΔE to the lowest compared entry with this formula, charge and spin ... 454.7 kJ/mol

=====

[5]
Molecular formula: C22H16ClCoN5O3
Method: DFT, ωB97M-V/def2-TZVPD

Structure (ORCA input):
```
! wB97M-V def2-TZVPD RIJCOSX def2/J DEFGRID3
* xyz 0 2
Co -0.09 0.34 -0.62
O -3.15 -0.19 -2.91
C -2.34 -0.14 -2.01
O -1.43 0.76 -1.84
C -2.39 -1.17 -0.90
C -3.37 -2.18 -0.91
C -3.45 -3.02 0.15
C -2.59 -2.84 1.26
C -2.67 -3.65 2.42
C -1.86 -3.41 3.49
C -0.93 -2.35 3.45
C -0.82 -1.56 2.33
C -1.63 -1.80 1.20
N -1.52 -1.02 0.08
H -4.02 -2.24 -1.77
H -4.18 -3.82 0.18
H -3.40 -4.44 2.44
H -1.93 -4.02 4.38
H -0.31 -2.14 4.31
H -0.13 -0.73 2.32
C -1.59 4.15 -0.62
C -0.40 3.33 -0.97
C 0.33 3.63 -2.24
O -0.06 2.40 -0.25
H -1.39 5.22 -0.75
H -1.92 3.94 0.39
H -2.39 3.88 -1.32
H 0.76 4.63 -2.18
H -0.37 3.63 -3.07
H 1.12 2.90 -2.41
Cl 3.16 1.66 3.72
C 2.70 0.50 2.53
C 3.25 -0.77 2.52
C 2.86 -1.65 1.53
C 1.92 -1.25 0.60
N 1.37 -0.03 0.63
C 1.76 0.84 1.57
H 3.99 -1.05 3.27
H 3.28 -2.65 1.48
H 1.59 -1.89 -0.20
H 1.32 1.83 1.54
N 1.11 -0.30 -2.07
C 1.94 0.25 -2.68
C 2.99 0.88 -3.31
C 4.22 0.96 -2.60
N 5.20 1.04 -2.01
C 2.81 1.52 -4.57
N 2.66 2.03 -5.59
*
```

Kohn-Sham gap (alpha / beta) ... 7.061 / 6.975 eV
E_LUMO (alpha / beta) ... -0.9 / -0.9 eV
HOMO energy (alpha / beta) ... -7.92 / -7.87 eV
ΔE to the lowest compared entry with this formula, charge and spin ... 44.4 kJ/mol

=====

[6]
Molecular formula: C22H16ClIrN5O5
Method: DFT, ωB97M-V/def2-TZVPD

Structure (ORCA input):
```
! wB97M-V def2-TZVPD RIJCOSX def2/J DEFGRID3
* xyz 1 1
Ir -0.01 0.30 1.09
C -1.57 2.74 2.93
C -0.30 2.01 2.66
C 0.61 2.45 1.69
C 1.83 1.79 1.48
C 2.12 0.60 2.16
C 1.15 0.08 3.04
C -0.04 0.78 3.30
H -1.34 3.55 3.63
H -2.31 2.09 3.37
H -1.97 3.18 2.02
H 0.37 3.34 1.11
H 2.54 2.14 0.74
H 3.02 0.05 1.97
H 1.33 -0.89 3.49
H -0.78 0.31 3.94
O -3.86 0.27 -3.23
C -2.66 -0.07 -3.69
O -2.48 -0.45 -4.81
C -1.51 0.03 -2.74
C -0.18 -0.25 -3.05
Cl 0.52 -0.74 -4.50
N 0.57 -0.10 -1.94
N -0.22 0.31 -0.93
C -1.47 0.35 -1.38
C -2.49 0.70 -0.34
O -3.65 0.88 -0.59
O -1.96 0.86 0.86
C 2.00 -0.14 -1.79
C 2.55 -1.06 -0.91
C 3.93 -1.07 -0.76
C 4.73 -0.19 -1.47
C 4.15 0.72 -2.35
C 2.77 0.75 -2.51
H -3.88 0.53 -2.29
H 1.92 -1.78 -0.40
H 4.39 -1.80 -0.09
H 5.80 -0.21 -1.36
H 4.76 1.41 -2.91
H 2.31 1.46 -3.18
N -1.33 -3.02 -0.59
C -1.32 -2.29 0.54
O -0.16 -1.72 0.82
C -2.45 -2.20 1.34
C -2.36 -1.69 2.65
N -2.26 -1.27 3.72
C -3.65 -2.79 0.86
N -4.57 -3.26 0.36
H -2.10 -3.63 -0.81
H -0.48 -3.07 -1.14
*
```

Kohn-Sham gap ... 6.572 eV
E_LUMO ... -4.8 eV
HOMO energy ... -11.41 eV

=====

[7]
Molecular formula: C22H16ClN5O
Method: DFT, ωB97M-V/def2-TZVPD

Structure (ORCA input):
```
! wB97M-V def2-TZVPD RIJCOSX def2/J DEFGRID3
* xyz 0 1
C -2.92 1.57 2.72
C -2.11 0.95 1.56
N -1.79 1.72 0.56
C -0.82 1.25 -0.44
C -0.46 2.23 -1.55
O -0.89 3.40 -1.61
N 0.28 1.80 -2.54
C 0.67 2.75 -3.64
C 2.10 3.15 -3.62
C 2.62 3.85 -2.52
C 3.96 4.26 -2.50
C 4.76 4.06 -3.57
C 4.16 3.43 -4.72
C 2.83 3.06 -4.72
N 0.86 0.57 -2.41
C 0.80 -0.10 -1.35
Cl 1.51 -1.67 -1.35
C -0.14 0.07 -0.28
C -0.58 -0.84 0.85
C -0.35 -2.03 1.36
C -1.27 -2.33 2.46
C -1.55 -3.68 3.00
C -0.74 -4.78 2.64
C -1.07 -6.04 3.11
C -2.15 -6.23 3.96
C -2.93 -5.21 4.39
C -2.64 -3.90 3.91
N -2.11 -1.33 2.61
N -1.63 -0.40 1.71
H -2.22 2.05 3.45
H -3.57 2.43 2.36
H -3.56 0.87 3.30
H 0.65 2.15 -4.58
H -0.03 3.54 -3.79
H 2.19 3.94 -1.55
H 4.47 4.66 -1.64
H 5.82 4.28 -3.56
H 4.65 3.39 -5.68
H 2.42 2.73 -5.70
H 0.39 -2.67 0.90
H 0.07 -4.70 1.92
H -0.46 -6.87 2.76
H -2.26 -7.22 4.42
H -3.70 -5.13 5.08
H -3.25 -3.02 4.27
*
```

Kohn-Sham gap ... 8.226 eV
SMILES ... Cc1nc2c(=O)n(Cc3ccccc3)nc(Cl)c2c2cc(-c3ccccc3)nn12
E_LUMO ... -0.5 eV
HOMO energy ... -8.68 eV

=====

[8]
Molecular formula: C22H16CuN3O2
Method: DFT, ωB97M-V/def2-TZVPD

Structure (ORCA input):
```
! wB97M-V def2-TZVPD RIJCOSX def2/J DEFGRID3
* xyz 0 1
Cu -0.44 0.76 -2.43
O -0.75 2.99 -0.22
C -1.00 1.86 0.16
N -1.32 1.49 1.43
C -1.47 0.06 1.58
C -1.26 -0.37 0.10
O -1.32 -1.52 -0.30
N -1.01 0.73 -0.65
C -0.40 -0.55 2.50
C 0.13 0.20 3.55
C 1.04 -0.35 4.43
C 1.45 -1.67 4.28
C 0.92 -2.42 3.25
C 0.00 -1.88 2.37
C -2.85 -0.33 2.12
C -3.42 -1.57 1.84
C -4.65 -1.91 2.39
C -5.32 -1.03 3.22
C -4.75 0.20 3.51
C -3.53 0.55 2.96
H -1.28 2.16 2.18
H -0.17 1.24 3.68
H 1.45 0.26 5.23
H 2.17 -2.10 4.96
H 1.22 -3.46 3.12
H -0.41 -2.47 1.57
H -2.90 -2.25 1.19
H -5.08 -2.87 2.15
H -6.28 -1.30 3.65
H -5.27 0.90 4.16
H -3.11 1.52 3.19
N 0.51 0.79 -4.02
C 1.57 0.87 -4.46
C 2.87 0.95 -5.05
C 3.47 2.20 -5.21
C 4.73 2.27 -5.78
C 5.38 1.11 -6.17
C 4.78 -0.13 -6.01
C 3.52 -0.22 -5.44
H 2.94 3.09 -4.90
H 5.20 3.23 -5.91
H 6.37 1.17 -6.61
H 5.29 -1.03 -6.32
H 3.04 -1.18 -5.31
*
```

Kohn-Sham gap ... 7.906 eV
E_LUMO ... -0.7 eV
HOMO energy ... -8.58 eV
ΔE to the lowest compared entry with this formula, charge and spin ... 0.0 kJ/mol

=====

[9]
Molecular formula: C22H16F5GeOS5TcTe
Method: DFT, ωB97M-V/def2-TZVPD

Structure (ORCA input):
```
! wB97M-V def2-TZVPD RIJCOSX def2/J DEFGRID3
* xyz -1 4
Tc 1.57 -0.25 1.87
S 0.87 -0.56 8.66
C 0.87 -0.31 7.04
S 1.88 0.89 6.27
C 1.29 0.65 4.66
C 0.37 -0.36 4.50
S -0.44 -0.59 2.99
S -0.11 -1.22 5.94
S 1.74 1.64 3.33
C 1.02 0.96 0.47
Ge -0.16 0.59 -1.07
C 0.45 1.72 -2.58
C -0.25 1.77 -3.78
C 0.18 2.56 -4.83
C 1.34 3.32 -4.70
C 2.05 3.27 -3.51
C 1.62 2.48 -2.47
C -2.01 1.10 -0.61
C -2.68 0.39 0.39
C -3.98 0.72 0.73
C -4.64 1.74 0.07
C -3.99 2.45 -0.92
C -2.68 2.14 -1.26
C -0.18 -1.30 -1.63
C -1.11 -1.71 -2.59
C -1.12 -3.01 -3.06
C -0.22 -3.94 -2.54
C 0.69 -3.55 -1.57
C 0.71 -2.24 -1.12
H 1.34 2.00 0.43
H -1.16 1.18 -3.90
H -0.38 2.59 -5.76
H 1.67 3.95 -5.51
H 2.96 3.86 -3.40
H 2.20 2.43 -1.55
H -2.16 -0.41 0.90
H -4.48 0.16 1.52
H -5.66 1.98 0.33
H -4.50 3.26 -1.44
H -2.16 2.70 -2.03
H -1.83 -1.00 -2.97
H -1.83 -3.31 -3.82
H -0.23 -4.96 -2.91
H 1.37 -4.28 -1.15
H 1.44 -1.95 -0.38
F 3.71 -0.41 3.52
Te 2.75 -2.32 3.43
F 3.04 -4.02 2.60
F 0.89 -3.12 3.12
F 2.67 -3.43 5.13
F 4.65 -2.61 3.59
O 2.63 -1.67 1.58
*
```

Kohn-Sham gap (alpha / beta) ... 6.489 / 5.133 eV
E_LUMO (alpha / beta) ... 1.6 / -0.4 eV
HOMO energy (alpha / beta) ... -4.91 / -5.53 eV

=====

[10]
Molecular formula: C22H16N2O2Pd
Method: DFT, ωB97M-V/def2-TZVPD

Structure (ORCA input):
```
! wB97M-V def2-TZVPD RIJCOSX def2/J DEFGRID3
* xyz -2 1
Pd -0.34 0.39 0.58
N 2.69 -0.05 0.19
C 3.38 -0.63 1.21
C 4.57 -1.33 0.94
C 5.29 -1.99 1.92
C 4.82 -1.97 3.23
C 3.67 -1.25 3.51
C 2.94 -0.54 2.56
C 1.81 0.33 3.05
C 2.12 1.04 4.23
C 1.17 1.75 4.94
C -0.14 1.70 4.49
C -0.45 1.02 3.32
C 0.51 0.37 2.48
H 3.08 -0.13 -0.73
H 1.67 0.11 0.29
H 4.92 -1.37 -0.09
H 6.20 -2.52 1.67
H 5.35 -2.51 4.02
H 3.29 -1.23 4.53
H 3.15 1.04 4.57
H 1.45 2.32 5.82
H -0.93 2.21 5.04
H -1.49 1.02 3.01
O -3.29 1.48 -2.73
C -2.39 1.28 -1.89
O -1.97 0.23 -1.39
C -1.70 2.58 -1.38
C -2.32 3.84 -1.61
C -1.72 4.97 -1.17
C -0.48 4.88 -0.48
C 0.22 6.00 0.04
C 1.39 5.84 0.72
C 1.92 4.54 0.92
C 1.27 3.44 0.43
C 0.05 3.59 -0.29
N -0.57 2.46 -0.74
H -3.25 3.85 -2.16
H -2.17 5.95 -1.33
H -0.20 6.99 -0.11
H 1.90 6.70 1.12
H 2.83 4.41 1.49
H 1.61 2.43 0.61
*
```

Kohn-Sham gap ... 4.256 eV
E_LUMO ... 4.9 eV
HOMO energy ... 0.63 eV
ΔE to the lowest compared entry with this formula, charge and spin ... 45.7 kJ/mol

=====

What did the eighth record say?
Molecular formula: C22H16CuN3O2
Method: DFT, ωB97M-V/def2-TZVPD

Structure (ORCA input):
```
! wB97M-V def2-TZVPD RIJCOSX def2/J DEFGRID3
* xyz 0 1
Cu -0.44 0.76 -2.43
O -0.75 2.99 -0.22
C -1.00 1.86 0.16
N -1.32 1.49 1.43
C -1.47 0.06 1.58
C -1.26 -0.37 0.10
O -1.32 -1.52 -0.30
N -1.01 0.73 -0.65
C -0.40 -0.55 2.50
C 0.13 0.20 3.55
C 1.04 -0.35 4.43
C 1.45 -1.67 4.28
C 0.92 -2.42 3.25
C 0.00 -1.88 2.37
C -2.85 -0.33 2.12
C -3.42 -1.57 1.84
C -4.65 -1.91 2.39
C -5.32 -1.03 3.22
C -4.75 0.20 3.51
C -3.53 0.55 2.96
H -1.28 2.16 2.18
H -0.17 1.24 3.68
H 1.45 0.26 5.23
H 2.17 -2.10 4.96
H 1.22 -3.46 3.12
H -0.41 -2.47 1.57
H -2.90 -2.25 1.19
H -5.08 -2.87 2.15
H -6.28 -1.30 3.65
H -5.27 0.90 4.16
H -3.11 1.52 3.19
N 0.51 0.79 -4.02
C 1.57 0.87 -4.46
C 2.87 0.95 -5.05
C 3.47 2.20 -5.21
C 4.73 2.27 -5.78
C 5.38 1.11 -6.17
C 4.78 -0.13 -6.01
C 3.52 -0.22 -5.44
H 2.94 3.09 -4.90
H 5.20 3.23 -5.91
H 6.37 1.17 -6.61
H 5.29 -1.03 -6.32
H 3.04 -1.18 -5.31
*
```

Kohn-Sham gap ... 7.906 eV
E_LUMO ... -0.7 eV
HOMO energy ... -8.58 eV
ΔE to the lowest compared entry with this formula, charge and spin ... 0.0 kJ/mol